## one
Entry from OMol25: a single C6H11Cl molecule (wB97M-V/def2-TZVPD).

For the molar mass, the calculation gives 118.61 u. The value obtained for the HOMO energy is -8.96 eV. The net charge is 0. Its multiplicity is 1. As for the structure (SMILES): C=C(C)C(C)(C)Cl.

Bonds (Å) are listed after each position.
Element x y z (Å)
1 C -0.065 0.960 -1.748  C2 1.319, H8 1.069, H9 1.057
2 C -0.210 0.756 -0.454  C1 1.319, C3 1.512, C4 1.599
3 C -1.088 1.746 0.278  C2 1.512, H10 1.106, H11 1.028, H12 1.102
4 C 0.586 -0.453 0.226  C2 1.599, C5 1.552, C6 1.664, Cl7 1.818
5 C 0.324 -0.569 1.751  C4 1.552, H13 1.148, H14 1.118, H15 1.043
6 C 0.374 -1.835 -0.675  C4 1.664, H16 1.094, H17 1.038, H18 1.101
7 Cl 2.275 0.204 0.076  C4 1.818
8 H 0.580 0.355 -2.349  C1 1.069
9 H -0.620 1.673 -2.297  C1 1.057
10 H -1.988 1.104 0.319  C3 1.106
11 H -0.836 1.824 1.272  C3 1.028
12 H -1.136 2.726 -0.223  C3 1.102
13 H 0.779 -1.578 2.059  C5 1.148
14 H 0.707 0.284 2.363  C5 1.118
15 H -0.709 -0.701 1.819  C5 1.043
16 H 0.794 -1.827 -1.685  C6 1.094
17 H -0.641 -2.052 -0.649  C6 1.038
18 H 0.876 -2.616 -0.084  C6 1.101



## two
Entry from OMol25: 2 unconnected molecules or ions with the total composition C6H11Cl (wB97M-V/def2-TZVPD).

For the molar mass, the calculation gives 118.61 u. The value obtained for the HOMO energy (spin up / spin down) is -8.11 / -8.09 eV. The net charge is 0. Its multiplicity is 1.

Bonds (Å) are listed after each position.
Element x y z (Å)
1 C 0.931 -1.704 0.806  C2 1.329, H8 1.079, H9 1.092
2 C 1.291 -0.494 0.392  C1 1.329, C3 1.502
3 C 2.513 0.370 0.268  C2 1.502, H10 1.139, H11 1.050, H12 1.120
4 C -0.224 1.092 -2.095  C6 1.490, H13 1.148, H14 1.082, H15 1.089
5 C -1.846 0.347 -0.295  C6 1.491, H16 1.168, H17 1.163, H18 1.191
6 C -0.507 0.904 -0.644  C4 1.490, C5 1.491, Cl7 1.797
7 Cl -0.312 2.487 0.185  C6 1.797
8 H -0.130 -1.899 0.770  C1 1.079
9 H 1.480 -2.521 1.279  C1 1.092
10 H 2.862 0.293 -0.813  C3 1.139
11 H 2.224 1.361 0.465  C3 1.050
12 H 3.299 -0.085 0.922  C3 1.120
13 H -1.118 1.731 -2.429  C4 1.148
14 H 0.563 1.802 -2.315  C4 1.082
15 H -0.195 0.239 -2.771  C4 1.089
16 H -1.741 -0.770 -0.621  C5 1.168
17 H -2.722 0.872 -0.850  C5 1.163
18 H -2.154 0.341 0.855  C5 1.191



Most stable: one